Molecular formula: C21H25N7O3PSSn
Method: DFT, ωB97M-V/def2-TZVPD

Positions of all 59 atoms, in Å:
C -0.044 -0.049 3.530
H 4.133 -1.355 -1.349
C -3.955 2.391 -0.663
H -5.628 2.635 0.682
H 4.424 1.720 3.118
C 2.052 -0.583 -4.149
H -4.455 2.813 -1.538
O 2.976 -0.026 -0.273
H 1.964 -2.221 5.236
C 1.354 1.183 5.077
C -2.555 1.318 1.368
H 3.349 0.209 -5.444
H 1.748 2.107 5.527
N -1.693 1.097 2.467
H 4.079 -1.085 -4.549
H 4.854 -0.794 0.197
H 4.099 2.005 1.393
C -2.612 2.008 -0.814
H 0.717 -2.869 1.000
H 4.796 0.301 -1.185
C 0.506 -1.297 3.874
S 1.730 -1.782 -2.874
H -5.617 -0.871 -4.102
H -4.316 1.560 2.646
C -3.919 1.698 1.649
C -1.131 0.360 -4.405
H -3.673 0.051 -5.440
C 4.285 -0.503 -0.678
N 1.147 0.276 -4.560
H 2.810 2.255 2.576
C -4.420 -1.310 -2.381
H 0.173 -2.233 3.458
H -0.253 2.052 3.868
O 3.319 0.251 2.208
C 1.951 -0.062 5.391
H -2.082 2.235 -1.756
Sn 0.086 -0.217 -1.541
C -4.603 2.273 0.577
C 0.292 1.168 4.185
H -1.106 0.652 -5.476
C -3.552 -0.349 -4.425
C 1.519 -1.285 4.860
N -0.955 0.045 2.456
H 2.001 -3.002 -0.258
C -4.613 -0.847 -3.683
C 1.774 -2.984 0.827
C -3.142 -1.232 -1.812
N 0.013 0.313 -3.767
N -1.908 1.423 0.164
H -2.966 -1.574 -0.792
H 2.784 -0.045 6.132
P 2.255 -0.357 1.147
O 2.505 -1.915 1.487
C 3.676 1.637 2.314
H -5.240 -1.784 -1.818
N -2.074 -0.756 -2.494
H 2.140 -3.897 1.312
C -2.282 -0.248 -3.781
N 3.283 -0.501 -4.718

* orbital gap (alpha / beta): 4.48 / 2.40 eV
* total charge: +3
* LUMO level (alpha / beta): -12.45 / -13.24 eV
* DFT total energy: -2376.970952 hartree
* E_HOMO (alpha / beta): -16.9337 / -15.6347 eV
* energy relative to the best compared isomer or geometry (same formula, charge and spin): 64.8 kcal/mol